No. 1
Molecular formula: C12H42O9
Method: DFT, ωB97M-V/def2-TZVPD

The HOMO energy comes out at -10.05 eV. As for the structure (SMILES): CCO.CCO.CCO.CCO.CO.CO.CO.CO.O. Its LUMO energy is 0.3 eV. For the energy relative to the best compared isomer or geometry (same formula, charge and spin), the calculation gives 146.9 kcal/mol.

```
63
Properties=species:S:1:pos:R:3:lowdin_charge:R:1
O -3.1748 2.0597 4.3568 -0.110
O 2.3592 3.6097 5.6247 -0.068
O 5.7387 1.9002 1.8911 -0.054
O -8.4343 3.7370 -2.0166 -0.112
O 4.8606 -3.1757 -3.9145 -0.098
O -1.1124 4.4528 -0.2837 -0.126
O -3.8257 1.4882 -6.8450 -0.146
O -1.3771 -0.1919 -1.3751 -0.131
O 3.9283 -6.8237 0.8737 -0.071
C 5.0887 -3.2626 -6.2329 -0.096
C 2.4651 5.6472 7.2051 -0.101
C 3.1504 -7.9010 1.2812 -0.342
C -0.1147 -0.7427 -1.0945 -0.168
C 0.1893 4.8082 -0.5473 -0.188
C -4.1964 1.0304 4.1991 -0.272
C 3.7135 -9.3226 0.9290 -0.074
C -4.7395 0.9869 -7.9025 -0.122
C 2.6559 4.1934 6.9123 -0.344
C 4.8270 -4.1309 -5.0046 -0.296
C -7.6202 3.1559 -2.9824 -0.195
C -4.6562 0.6705 5.6566 -0.079
H 3.1839 -7.8578 2.3698 0.096
H 0.3069 5.8646 -0.7888 0.084
H 0.3515 -0.7466 -2.0798 0.077
H 5.3204 1.0544 2.0523 0.027
H -5.4513 1.7981 -8.0553 0.072
H -4.7453 1.5456 6.3003 0.066
H 5.3564 2.4855 2.5450 0.027
H 0.4681 4.1445 -1.3658 0.079
H 5.9043 -2.5594 -6.0644 0.071
H 0.3954 -0.0268 -0.4501 0.075
H 4.7973 -9.3725 1.0330 0.069
H 3.6513 3.9024 7.2481 0.109
H -1.2176 3.5019 -0.3631 0.075
H -2.9821 2.5406 3.5486 0.070
H -6.7670 3.8176 -3.1316 0.075
H 4.5902 -6.8164 1.5690 0.083
H 0.7446 4.5382 0.3509 0.076
H 1.4029 3.5764 5.5476 0.077
H -4.9762 1.3309 3.4994 0.101
H -7.2065 2.1648 -2.7963 0.081
H 4.2120 -2.6816 -6.5195 0.073
H -5.2368 0.1241 -7.4595 0.071
H 2.1363 3.6506 7.7019 0.100
H 4.7129 -3.7148 -3.1340 0.071
H -3.7434 0.1545 3.7346 0.095
H -1.4434 0.0439 -2.3033 0.072
H 2.0971 -7.7386 1.0525 0.111
H 5.4467 -3.7928 -7.1154 0.067
H -3.4846 2.3538 -7.0813 0.058
H 3.0343 5.9574 8.0814 0.080
H -0.0383 -1.7648 -0.7234 0.076
H -8.1080 3.3214 -3.9430 0.074
H 1.4740 6.0820 7.0758 0.076
H -3.9575 0.0027 6.1607 0.067
H 3.5327 -9.4786 -0.1345 0.060
H -4.3429 0.5892 -8.8367 0.067
H 3.1390 -10.0948 1.4407 0.068
H 3.0461 6.0728 6.3870 0.071
H -9.1334 3.1254 -1.7741 0.076
H -5.6580 0.2512 5.5642 0.063
H 3.8877 -4.6652 -5.1475 0.102
H 5.5753 -4.8728 -4.7259 0.105
```

---

No. 2
Molecular formula: C12H43O12
Method: DFT, ωB97M-V/def2-TZVPD

The HOMO energy comes out at -4.50 eV. Its LUMO energy is 2.2 eV. Its charge is -1. For the energy relative to the best compared isomer or geometry (same formula, charge and spin), the calculation gives 83.0 kcal/mol.

```
67
Properties=species:S:1:pos:R:3:lowdin_charge:R:1
O -4.8920 2.2181 15.4109 -0.119
O -4.5247 13.8052 8.6111 -0.098
O -10.4846 14.3271 9.3294 -0.129
O -12.3797 5.1840 15.8334 -0.120
O -8.1933 8.0939 9.7734 -0.134
O -5.8945 0.8388 8.2018 -0.132
O -9.9774 12.3191 14.6216 -0.125
O -9.6754 3.9164 7.4509 -0.153
O -13.3310 9.3943 8.2740 -0.131
O -7.3806 9.8639 10.8991 -0.109
O -1.1436 9.4337 14.1887 -0.119
O -8.5670 9.8709 4.7131 -0.104
C -7.4613 8.6552 10.6330 -0.820
C -11.1081 5.1052 15.2472 -0.182
C -2.2773 9.5311 15.0311 -0.174
C -10.5570 11.2881 15.4373 -0.163
C -13.6075 10.0920 7.0471 -0.157
C -3.4410 12.9656 8.6011 -0.216
C -5.1154 0.1582 7.1810 -0.148
C -9.3660 9.3986 3.6957 -0.205
C -3.8403 3.0113 14.9347 -0.183
C -11.6364 14.9686 9.9189 -0.154
C -10.9404 3.4469 8.0612 -0.122
C -6.4620 7.7529 11.4046 -0.066
H -5.4938 8.2530 11.4323 0.047
H -10.8685 11.6303 16.4242 0.071
H -11.1456 2.4155 7.7744 0.072
H -3.0809 10.1147 14.5820 0.074
H -4.4959 -0.6029 7.6554 0.073
H -2.0683 9.9717 16.0059 0.074
H -5.0421 1.5147 14.7750 0.073
H -4.4308 0.8319 6.6657 0.068
H -5.2389 13.4394 9.1381 0.089
H -12.8623 10.8631 6.8518 0.080
H -12.9799 4.6685 15.2897 0.074
H -5.8041 -0.2328 6.4320 0.071
H -2.7594 8.5675 15.1955 0.072
H -11.3403 15.5130 10.8156 0.066
H -3.1767 12.5107 9.5557 0.079
H -6.8155 7.5205 12.4092 0.047
H -12.0124 15.7542 9.2635 0.070
H -2.9112 2.4479 14.8483 0.071
H -9.5957 11.9342 13.8293 0.075
H -1.2318 8.6719 13.6112 0.073
H -3.6866 3.7293 15.7403 0.079
H -6.3458 6.7890 10.9092 0.044
H -12.3754 9.3039 8.2877 0.072
H -10.3771 9.8055 3.7067 0.067
H -11.2454 5.3561 14.1954 0.075
H -12.4558 14.2939 10.1665 0.070
H -2.5502 13.4246 8.1722 0.073
H -4.0500 3.5080 13.9874 0.080
H -8.7233 9.3292 5.4901 0.085
H -9.4761 8.3259 3.8550 0.078
H -10.8342 3.5470 9.1414 0.069
H -14.5783 10.5828 7.1170 0.067
H -10.0756 13.5960 9.7983 0.076
H -13.7636 9.3319 6.2816 0.069
H -9.8550 10.4817 15.6497 0.070
H -6.3686 1.5391 7.7474 0.067
H -11.7089 4.1733 7.7969 0.068
H -9.4808 4.7796 7.8232 0.065
H -3.5839 12.1297 7.9163 0.072
H -8.9172 9.6678 2.7395 0.078
H -11.4062 10.8128 14.9461 0.071
H -10.7302 4.0840 15.1975 0.070
H -10.3105 5.7499 15.6163 0.083
```

---

No. 3
Molecular formula: C12H44N4O10
Method: DFT, ωB97M-V/def2-TZVPD

The HOMO energy comes out at -9.50 eV. As for the structure (SMILES): NC(N)=O.NC(N)=O.CCO.CCO.CO.CO.CO.CO.CO.CO. Its LUMO energy is 0.3 eV. For the energy relative to the best compared isomer or geometry (same formula, charge and spin), the calculation gives 71.7 kcal/mol.

```
70
Properties=species:S:1:pos:R:3:lowdin_charge:R:1
O 10.7379 -27.5044 13.1507 -0.097
O 7.8877 -29.5557 13.5752 -0.126
O 11.2743 -23.8333 10.7446 -0.071
O 9.1746 -28.3407 10.6099 -0.135
O 11.3914 -27.5993 8.9674 -0.133
O 14.9601 -26.4596 9.9879 -0.131
O 16.2547 -24.3730 11.4749 -0.143
O 12.5731 -25.7644 16.3329 -0.160
O 8.6657 -25.0202 16.6598 -0.098
O 13.3476 -23.7162 12.2094 -0.093
N 7.4929 -27.2422 13.8933 0.198
N 9.3139 -27.1930 15.8510 0.137
N 10.2353 -25.3706 15.0399 0.139
N 6.8694 -28.1063 12.0629 0.140
C 9.3300 -29.7550 10.4965 -0.119
C 16.7796 -25.2796 12.4562 -0.094
C 13.1419 -24.2213 13.5252 -0.114
C 13.9980 -25.5889 9.4389 -0.153
C 10.4823 -25.0509 10.7480 -0.293
C 9.3748 -24.9927 11.6911 -0.079
C 7.3601 -28.3092 13.2040 -0.654
C 9.4124 -25.8777 15.8846 -0.625
C 10.7989 -26.9623 7.8727 -0.185
C 11.8386 -28.1213 12.6090 -0.306
C 13.1078 -27.3055 12.8383 -0.065
C 12.6587 -24.4726 17.0122 -0.128
H 11.7371 -24.0320 17.3452 0.070
H 8.6104 -24.3292 11.3939 0.074
H 11.7026 -28.1635 11.5392 0.096
H 8.8422 -27.6343 16.6554 0.158
H 17.5353 -25.8791 12.0311 0.077
H 8.9946 -26.0194 11.8326 0.058
H 10.0118 -27.8139 15.2981 0.173
H 13.0413 -23.4148 14.2418 0.081
H 10.7062 -28.0338 9.5475 0.044
H 8.4767 -30.2385 10.0775 0.073
H 6.6584 -27.2064 11.6572 0.137
H 10.1804 -24.3653 14.9016 0.149
H 11.7349 -25.6534 15.8136 -0.004
H 17.1779 -24.6402 13.2203 0.079
H 9.8014 -26.6440 8.0875 0.059
H 9.9424 -27.9616 12.8614 0.062
H 14.2473 -23.5105 12.1130 0.052
H 13.9990 -24.8147 13.7825 0.068
H 15.3724 -25.9232 10.6944 0.022
H 13.1319 -23.7440 16.3628 0.050
H 11.3203 -26.1173 7.4611 0.075
H 13.6152 -26.0101 8.5207 0.068
H 8.1424 -27.2805 14.6746 0.037
H 8.3603 -28.1752 11.0338 -0.014
H 10.5568 -25.8828 14.2325 0.072
H 14.4666 -24.6018 9.2144 0.097
H 13.1710 -25.4913 10.1409 0.043
H 13.1143 -26.4325 12.1716 0.048
H 13.9807 -28.0107 12.5798 0.120
H 12.3523 -24.9658 13.6693 0.051
H 10.1390 -25.3083 9.7828 0.085
H 15.8738 -25.7941 12.8457 0.089
H 12.0445 -24.0083 11.2834 -0.014
H 9.7511 -24.6124 12.6043 0.050
H 7.2678 -26.2812 13.6766 0.136
H 13.2774 -24.6396 17.8968 0.079
H 6.4880 -28.9013 11.4766 0.179
H 16.9636 -23.8568 11.0993 0.093
H 13.2317 -27.0001 13.8790 0.066
H 10.6200 -27.6119 7.0089 0.077
H 9.3785 -30.2428 11.4661 0.074
H 11.1686 -25.8198 11.0939 0.088
H 12.0625 -29.0857 13.0418 0.118
H 10.2241 -30.0878 9.9648 0.095
```

---

No. 4
Molecular formula: C12H44O10
Method: DFT, ωB97M-V/def2-TZVPD

The HOMO energy comes out at -9.90 eV. As for the structure (SMILES): CCO.CCO.CO.CO.CO.CO.CO.CO.CO.CO. Its LUMO energy is 0.2 eV. For the energy relative to the best compared isomer or geometry (same formula, charge and spin), the calculation gives 171.4 kcal/mol.

```
66
Properties=species:S:1:pos:R:3:lowdin_charge:R:1
O 7.2024 0.2273 -1.0042 -0.131
O -3.3515 2.2726 -5.4715 -0.108
O -4.4113 -0.7553 3.8678 -0.124
O 0.0999 -0.3545 0.2000 -0.121
O 4.1309 -2.9436 2.1455 -0.129
O -4.2835 -8.4170 0.0932 -0.090
O 4.7372 6.8480 -3.1922 -0.128
O 3.3124 2.6099 9.1197 -0.052
O -6.1166 -1.9095 -3.4105 -0.134
O 0.6073 3.4223 -8.4679 -0.117
C -0.0252 -0.0207 -1.1755 -0.169
C -3.7739 3.4646 -4.9127 -0.201
C 6.4991 0.4859 -2.2272 -0.156
C 3.9800 -3.8774 3.2234 -0.158
C -6.6345 -1.5414 -2.1192 -0.151
C -2.6617 -6.6314 0.3011 -0.101
C 1.8474 1.8002 7.3698 -0.076
C -2.8711 -8.1465 0.1958 -0.302
C -4.6621 -1.3938 5.1131 -0.167
C 1.6772 3.6533 -7.5972 -0.186
C 4.1509 6.5478 -1.8931 -0.146
C 2.0479 2.5346 8.6822 -0.401
H 4.5845 5.7165 -1.3373 0.073
H 5.5739 1.0326 -2.0450 0.072
H 3.2879 -2.5134 1.9845 0.067
H 2.1535 0.7565 7.2979 0.072
H 0.9453 -0.2501 -1.6155 0.075
H 1.8497 2.9443 -6.7875 0.079
H 0.7990 1.8684 7.0791 0.073
H 6.3641 -0.4107 -2.8321 0.071
H 4.1452 7.3464 -3.7603 0.066
H -2.8913 -6.0920 -0.6178 0.068
H -6.8829 -2.3400 -1.4201 0.077
H -0.7190 -0.3046 0.6984 0.072
H 1.3411 2.1563 9.4207 0.106
H -1.5930 -6.4681 0.4404 0.066
H -0.7482 -0.6474 -1.6976 0.073
H 7.1753 1.1205 -2.8000 0.075
H -4.7553 0.1394 3.9209 0.068
H -2.4650 -8.6391 1.0792 0.107
H -4.6126 -8.1570 -0.7704 0.076
H -5.3609 -2.2180 4.9696 0.076
H 3.4298 -3.4266 4.0493 0.070
H 4.9580 -4.1249 3.6362 0.077
H -4.3444 3.3410 -3.9922 0.080
H -0.2199 1.0164 -1.4489 0.070
H -2.8556 4.0318 -4.7604 0.078
H -3.2184 -6.1807 1.1227 0.073
H -5.7041 -1.1492 -3.8269 0.068
H -7.4415 -0.8243 -2.2696 0.073
H 3.4154 -4.7612 2.9264 0.072
H 3.1143 6.2549 -2.0597 0.068
H 6.6791 -0.3115 -0.4063 0.068
H -2.2916 -8.5090 -0.6532 0.103
H 2.4621 2.2481 6.5890 0.071
H -3.7661 -1.6526 5.6772 0.075
H -4.4169 4.0678 -5.5536 0.073
H 4.1366 7.3460 -1.1509 0.067
H 1.4723 4.6088 -7.1144 0.072
H 1.7951 3.5941 8.6421 0.109
H 3.3920 3.0833 9.9511 0.098
H -2.7354 2.5691 -6.1453 0.077
H -5.2006 -0.7117 5.7710 0.071
H 0.8551 3.8974 -9.2645 0.075
H 2.5985 3.7432 -8.1728 0.078
H -5.8065 -1.0657 -1.5937 0.067
```